(1)
73
Properties=species:S:1:pos:R:3:forces:R:3 method="wB97M-V/def2-TZVPD" gap_ev=8.657 e_tot_ha=-6488.4698 total_charge=0 mol_weight_g_mol=659.445 relative_energy_kcal_mol=12.5
Ga 0.7443 -1.2853 0.9641 0.627 -0.026 -0.063
N 1.2703 -0.8669 3.5323 0.238 -0.115 -0.111
C 2.7348 -0.7108 3.3551 -0.244 -0.042 -0.132
C 3.2180 -1.8900 2.5111 -0.084 -0.210 0.024
O 4.1719 -2.5675 2.8760 -0.121 0.110 -0.123
N 2.4258 -2.1106 1.4484 0.087 0.116 0.077
C 2.3982 -3.4282 0.8260 -0.162 0.186 0.130
C 0.9436 -3.9372 0.7926 0.045 -0.034 0.029
O 0.6842 -5.0808 0.5082 -0.028 0.207 0.083
O 0.0250 -3.0197 1.0972 -0.041 0.031 -0.252
H 0.9287 -0.2648 4.2690 -0.018 0.089 0.045
H 1.0796 -1.8191 3.8321 0.017 -0.022 0.018
H 3.2877 -0.7080 4.2896 0.084 -0.046 0.083
H 2.9315 0.2251 2.8240 -0.009 0.048 0.036
H 3.0020 -4.1348 1.3890 0.060 -0.045 0.035
H 2.7678 -3.4102 -0.2016 0.037 0.010 -0.038
C -1.7499 0.3063 4.2362 -0.035 -0.193 0.058
Si -1.0433 1.6819 3.1871 0.018 -0.117 0.139
C 0.5849 2.3287 3.8351 0.289 -0.008 -0.061
C -2.2139 3.1298 3.2238 -0.170 0.142 -0.153
As -0.6961 0.6941 1.0563 0.065 0.083 -0.096
Si 0.4687 2.3416 -0.2167 -0.186 0.320 0.112
C 2.2335 2.2854 0.3617 0.145 -0.215 0.019
C -0.3130 3.9666 0.2911 -0.049 0.122 0.087
C 0.2425 2.1993 -2.0513 0.032 -0.334 -0.171
Si -2.8139 -0.0342 0.2101 -0.179 0.082 -0.006
C -3.0044 -1.7308 0.9218 0.118 -0.152 -0.013
C -4.0657 1.1597 0.9225 -0.090 0.092 0.127
C -2.9461 0.0883 -1.6325 0.114 -0.024 -0.307
H -1.5248 0.4555 5.2985 -0.046 0.009 -0.102
H -1.3530 -0.6662 3.9330 -0.063 0.046 0.079
H -2.8388 0.2681 4.1292 0.088 0.001 0.011
H 0.5089 2.4917 4.9163 0.004 0.012 -0.092
H 0.8144 3.2927 3.3690 -0.020 -0.070 0.079
H 1.4324 1.6648 3.6458 -0.101 0.151 0.041
H -2.2692 3.4715 4.2657 0.008 -0.038 -0.116
H -3.2236 2.8741 2.8980 0.086 0.043 0.077
H -1.8585 3.9642 2.6147 -0.059 -0.057 0.103
H 2.3088 2.6289 1.3977 0.020 -0.025 -0.078
H 2.8677 2.9247 -0.2608 -0.066 -0.015 0.053
H 2.6210 1.2645 0.2957 0.044 0.090 -0.015
H -0.0309 4.2511 1.3102 -0.049 0.001 -0.128
H -1.4053 3.9085 0.2421 0.090 0.069 -0.023
H 0.0131 4.7673 -0.3842 -0.027 -0.107 0.092
H 0.6992 1.2978 -2.4666 -0.048 0.113 -0.008
H 0.7142 3.0676 -2.5248 -0.041 -0.055 0.063
H -0.8182 2.2006 -2.3141 0.100 0.035 -0.019
H -3.0998 -1.6736 2.0101 -0.012 -0.050 -0.041
H -2.1292 -2.3431 0.6830 -0.142 -0.021 0.031
H -3.8913 -2.2324 0.5227 0.020 0.072 0.032
H -4.2082 1.0196 1.9988 -0.003 0.038 -0.111
H -5.0347 1.0086 0.4311 0.120 0.000 0.074
H -3.7581 2.1952 0.7451 -0.104 -0.063 0.003
H -2.2865 -0.6338 -2.1182 -0.223 0.192 0.083
H -2.6777 1.0916 -1.9749 -0.106 -0.054 -0.015
H -3.9820 -0.1080 -1.9289 0.031 0.058 0.057
O -0.5316 -1.4001 -1.2659 0.627 -0.124 -0.105
C 0.6249 -1.1727 -1.6660 -0.121 0.074 0.286
O 1.5484 -0.7743 -0.8419 -0.630 -0.524 -0.025
C 0.9814 -1.3460 -3.1026 0.101 0.159 0.110
C 2.3008 -1.2196 -3.5154 0.011 0.026 -0.084
C 2.6533 -1.3491 -4.8635 0.128 -0.006 0.096
C 1.6312 -1.5943 -5.7450 0.099 0.020 -0.111
O 1.7076 -1.7552 -7.0961 -0.055 -0.045 -0.165
C 0.3627 -1.9346 -7.5630 0.139 0.022 0.365
O -0.4840 -1.9806 -6.4143 0.011 -0.023 -0.074
C 0.3184 -1.7265 -5.3320 -0.200 0.005 -0.085
C -0.0447 -1.6145 -4.0218 -0.119 -0.062 0.123
H 3.0590 -1.0175 -2.7712 -0.008 -0.006 -0.010
H 3.6815 -1.2707 -5.1972 -0.115 0.018 0.030
H 0.2893 -2.8695 -8.1122 0.025 -0.135 0.000
H 0.0815 -1.0945 -8.1951 -0.009 0.155 -0.025
H -1.0664 -1.7398 -3.6891 0.059 0.015 -0.034

---

(2)
73
Properties=species:S:1:pos:R:3:forces:R:3 method="wB97M-V/def2-TZVPD" gap_ev="9.832 / 8.798" s_squared=2.0047 e_tot_ha=-5956.5988 total_charge=+1 mol_weight_g_mol=637.221 multiplicity=3
Ni -0.1165 0.0978 -1.7681 -0.418 -0.416 -0.727
C -3.1369 -2.2782 -2.6966 0.588 0.721 0.048
C -1.7157 -2.3268 -3.1455 0.350 0.475 0.255
N -0.6672 -1.6151 -2.7184 -1.294 -0.183 1.223
C 0.4568 -2.1836 -3.2078 0.758 0.344 -1.111
C 0.0945 -3.1785 -4.0734 1.168 -0.399 -0.127
N -1.2634 -3.2733 -3.9901 0.227 0.315 -0.140
C 0.8377 -4.1044 -5.0260 -0.504 1.294 1.471
O 2.1504 -3.9538 -5.0665 -0.562 -0.951 -0.821
O 0.1271 -4.8734 -5.6181 0.827 -0.399 -0.596
C 1.7938 -1.5219 -2.9312 -1.776 0.349 0.787
O 2.7864 -2.0065 -3.4113 1.499 -0.405 -0.515
O 1.7242 -0.4854 -2.1561 -0.266 -0.265 -0.332
H -3.4547 -1.3544 -2.2040 0.358 -0.026 -0.329
H -3.3128 -3.0763 -2.0156 -0.027 -0.737 0.774
H -3.7582 -2.4910 -3.5297 -0.774 0.077 -0.838
H -1.7734 -3.8634 -4.6324 -0.161 -0.211 0.214
H 2.5233 -3.2395 -4.4823 -0.436 0.180 0.260
C -1.8637 3.4562 -0.6555 1.282 -0.798 0.009
As -1.1914 3.2195 -2.4893 0.435 0.907 0.527
C 0.7163 3.5220 -2.2731 -0.169 -1.079 0.617
C -1.9127 4.5526 -3.7056 -0.113 0.513 0.507
S -1.5620 1.3042 -3.2691 0.227 -0.492 0.203
H -1.4681 4.3958 -0.2718 -0.201 0.093 -0.041
H -1.4591 2.6249 -0.0173 -0.255 0.676 -0.862
H -2.9279 3.4118 -0.6337 -0.797 0.162 -0.068
H 0.9247 4.4675 -1.8082 -0.104 0.458 0.362
H 1.2779 3.4738 -3.1875 -0.042 -0.167 -0.583
H 1.0549 2.6900 -1.6132 -0.111 0.634 -0.347
H -1.7557 5.5808 -3.3239 -0.014 -0.617 -0.054
H -2.9908 4.3799 -3.8050 0.309 -0.031 -0.105
H -1.4026 4.4616 -4.6662 -0.129 -0.171 0.108
O 0.0313 0.7819 0.0132 0.038 -0.465 0.917
P 0.5007 0.2197 1.3669 0.667 0.724 -0.064
N -0.8159 -0.1953 2.2276 -1.132 -0.581 -0.588
C -2.1113 -0.5197 1.5167 0.570 0.920 1.496
C -3.0261 -0.7839 2.6861 0.366 0.335 1.013
C -2.0959 -1.5412 3.6696 -0.729 -0.932 0.934
C -0.7871 -0.7797 3.6028 0.818 -0.376 -0.587
N 1.2511 1.4591 2.1297 -0.387 0.817 0.340
C 1.8347 1.4039 3.5083 -0.205 -0.044 -0.773
C 1.0346 2.4420 4.2786 0.216 -0.261 0.965
C 0.8666 3.5297 3.2668 0.026 0.242 -0.898
C 0.4586 2.7346 2.0443 0.002 -0.055 -0.874
N 1.5777 -1.0055 1.3466 -0.319 0.152 -0.155
C 1.1355 -2.3606 0.9656 0.615 -0.857 0.690
C 2.4474 -3.2561 0.9355 -0.569 1.513 -0.349
C 3.5432 -2.2125 1.2528 0.642 -0.339 0.477
C 3.0050 -0.8222 1.0209 -0.503 0.103 0.036
H -2.0533 -1.3897 0.9178 0.386 -1.000 -0.874
H -2.4144 0.3291 0.9213 -0.081 0.153 -0.214
H -3.8936 -1.3658 2.4366 -0.444 -0.153 -0.173
H -3.3332 0.1959 3.0896 -0.031 -0.463 0.113
H -1.9720 -2.6012 3.3117 -0.020 0.973 0.210
H -2.4427 -1.6274 4.7471 0.114 0.238 -1.381
H 0.0903 -1.4605 3.6688 -0.464 0.408 0.212
H -0.7092 -0.0283 4.4124 -0.050 -0.118 -0.644
H 2.8881 1.6946 3.4075 -0.176 -0.063 0.314
H 1.7733 0.4095 3.9237 0.061 -0.326 0.105
H 1.5816 2.7773 5.1321 0.569 0.277 0.642
H 0.0984 2.0655 4.7163 0.032 -0.066 -0.616
H 1.8062 4.0472 3.1006 0.352 -0.106 -0.056
H 0.1606 4.3153 3.4649 -0.542 0.137 0.406
H 0.6640 3.2003 1.0711 0.023 0.100 0.350
H -0.6372 2.5736 2.0923 0.391 -0.308 0.006
H 0.6164 -2.4103 0.0075 0.005 0.172 -0.123
H 0.4706 -2.7170 1.7518 -0.243 -0.101 -0.137
H 2.5577 -3.7111 -0.0371 0.044 -0.086 -0.304
H 2.4205 -4.0482 1.6849 -0.030 0.160 -0.091
H 4.5351 -2.3379 0.7940 -0.483 -0.259 0.042
H 3.6430 -2.3040 2.3183 0.593 0.041 0.661
H 3.1195 -0.4980 0.0132 0.023 0.064 -1.126
H 3.4451 -0.0159 1.6140 -0.017 -0.422 0.326